{
  "formula": "C10H48N20O14",
  "method": "ωB97M-V with the def2-TZVPD basis set",
  "species": ["O", "H", "H", "O", "H", "H", "O", "H", "H", "O", "H", "H", "C", "O", "N", "N", "H", "H", "H", "H", "C", "O", "N", "N", "H", "H", "H", "H", "C", "O", "N", "N", "H", "H", "H", "H", "C", "O", "N", "N", "H", "H", "H", "H", "C", "O", "N", "N", "H", "H", "H", "H", "C", "O", "N", "N", "H", "H", "H", "H", "C", "O", "N", "N", "H", "H", "H", "H", "C", "O", "N", "N", "H", "H", "H", "H", "C", "O", "N", "N", "H", "H", "H", "H", "C", "O", "N", "N", "H", "H", "H", "H"],
  "positions_angstrom": [[-9.1248, 26.5438, 25.9270], [-9.1744, 25.6560, 26.2812], [-8.5553, 26.4655, 25.1617], [-7.4379, 22.3496, 26.4556], [-7.2891, 22.0296, 25.5658], [-6.5603, 22.4538, 26.8231], [-12.0963, 28.6891, 19.5806], [-11.6030, 29.2373, 20.1907], [-11.9669, 29.1032, 18.7273], [-17.8189, 22.4838, 19.5369], [-17.9984, 21.6878, 20.0374], [-17.2692, 23.0122, 20.1155], [-11.5918, 23.6715, 31.7124], [-10.7450, 22.8439, 32.0386], [-12.1285, 23.8217, 30.5478], [-11.9733, 24.6130, 32.4887], [-12.2396, 23.0460, 29.9106], [-12.6363, 24.6857, 30.4225], [-12.7211, 25.1677, 32.0973], [-11.6114, 24.7316, 33.4242], [-14.2707, 17.3205, 19.2914], [-13.3221, 18.1484, 19.1266], [-14.8837, 17.0665, 20.4159], [-14.8943, 16.6961, 18.4093], [-14.5870, 17.7738, 21.0729], [-15.7250, 16.5097, 20.4645], [-14.8153, 16.9800, 17.4432], [-15.7087, 16.1263, 18.5887], [-5.2909, 25.0404, 21.0521], [-6.3440, 24.9896, 21.6306], [-4.1980, 25.5408, 21.6564], [-4.9733, 24.3217, 19.9995], [-3.2298, 25.5654, 21.3696], [-4.2816, 25.9337, 22.5831], [-5.6833, 23.7651, 19.5454], [-4.0279, 24.1907, 19.6691], [-6.9828, 15.5987, 21.6603], [-7.6252, 16.1645, 22.5118], [-6.4192, 16.0526, 20.5585], [-6.7742, 14.2941, 21.7212], [-6.3497, 17.0490, 20.4084], [-6.1999, 15.4188, 19.8034], [-6.8472, 13.8530, 22.6269], [-6.3134, 13.7289, 21.0224], [-13.5714, 22.6267, 23.7590], [-14.0226, 21.6703, 24.3488], [-12.5620, 22.6788, 23.0383], [-14.1253, 23.8003, 23.5752], [-12.1320, 23.5922, 23.0075], [-11.9937, 21.8457, 23.0925], [-13.7809, 24.2375, 22.7324], [-14.8630, 24.2278, 24.1166], [-20.0512, 26.3208, 26.3149], [-18.8700, 26.4180, 26.6384], [-20.9805, 25.8263, 27.0837], [-20.4272, 27.0151, 25.3495], [-21.8840, 25.7280, 26.6432], [-20.8417, 25.3577, 27.9676], [-19.7815, 27.4066, 24.6788], [-21.4144, 27.1389, 25.1755], [-9.7140, 22.5151, 15.8556], [-9.3189, 23.3829, 15.1491], [-10.1541, 22.7538, 17.0575], [-9.9483, 21.2652, 15.4664], [-10.6068, 22.0552, 17.6294], [-10.3488, 23.7279, 17.2404], [-10.3529, 20.5964, 16.1060], [-9.6895, 21.1097, 14.5025], [-13.0170, 32.0959, 25.5164], [-14.1783, 32.3743, 25.3547], [-12.5883, 30.9193, 25.8719], [-12.1225, 33.0129, 25.6501], [-11.6642, 30.5993, 26.1246], [-13.4120, 30.3988, 26.1379], [-12.3111, 34.0050, 25.6354], [-11.2321, 32.7286, 26.0328], [-17.9091, 28.7076, 19.5590], [-19.0497, 28.4303, 19.7849], [-16.9893, 27.9155, 19.0922], [-17.3871, 29.6992, 20.0996], [-16.0184, 28.1710, 18.9817], [-17.3542, 27.1218, 18.5855], [-16.3856, 29.7765, 20.2053], [-18.0166, 30.2295, 20.6850], [-16.3213, 18.8948, 30.4412], [-15.2784, 18.2385, 30.4188], [-16.8167, 19.6665, 29.4880], [-17.1524, 18.8321, 31.4752], [-16.1960, 19.8471, 28.7120], [-17.5968, 20.2794, 29.6770], [-17.8804, 19.5320, 31.4918], [-16.9648, 18.3419, 32.3381]],
  "forces_ev_per_angstrom": [[-0.15, 0.27, 0.07], [0.01, -0.28, 0.14], [0.16, -0.03, -0.22], [-0.22, 0.14, 0.07], [-0.01, -0.11, -0.25], [0.20, 0.02, 0.16], [-0.22, -0.18, 0.03], [0.13, 0.11, 0.21], [0.05, 0.07, -0.25], [-0.08, 0.05, -0.24], [-0.05, -0.20, 0.11], [0.14, 0.15, 0.14], [4.00, -3.33, 1.21], [-0.29, -0.58, -0.22], [-1.95, -0.18, -4.69], [-1.83, 4.05, 3.53], [0.19, 0.36, 0.06], [-0.10, -0.69, -0.78], [0.17, 0.37, 1.28], [-0.19, 0.00, -0.39], [3.85, 4.62, 1.57], [-1.91, -1.91, 0.42], [0.51, 0.90, 4.71], [-2.85, -3.59, -8.26], [-0.66, -0.63, 0.96], [0.36, 0.61, 0.45], [0.38, -0.24, 0.12], [0.36, 0.27, 0.03], [1.17, -1.30, 2.23], [-1.98, 0.73, 0.07], [2.05, 2.10, 1.85], [0.06, -1.63, -3.51], [-0.51, -0.31, -0.70], [-0.57, -0.10, -0.29], [0.07, 0.28, 0.17], [-0.33, 0.24, 0.19], [-0.83, -0.59, 0.84], [0.11, 1.35, 0.44], [1.01, 2.72, -2.52], [0.22, -4.24, 1.25], [-0.30, -0.31, -0.20], [0.10, 0.46, 0.27], [-0.38, 0.12, -0.26], [0.08, 0.49, 0.19], [-5.47, -1.39, 3.05], [-0.20, -0.78, 1.00], [8.59, -1.99, -4.11], [-3.31, 4.42, 0.37], [0.70, -0.72, -0.26], [0.47, 0.27, -0.34], [-0.89, 0.62, 0.52], [0.09, -0.43, -0.22], [5.36, 0.18, 4.45], [1.27, -1.48, 0.62], [-3.50, -2.06, 1.50], [-3.74, 3.48, -6.73], [-0.02, -0.25, 0.55], [0.43, 0.20, -0.51], [-0.05, -0.19, 0.44], [0.26, 0.11, -0.36], [-1.30, -0.88, -0.58], [1.68, 2.10, -2.21], [-1.07, 1.30, 4.22], [0.51, -1.76, -1.18], [0.04, 0.32, -0.16], [0.15, -0.29, 0.30], [0.19, -0.11, -0.72], [-0.22, -0.71, 0.37], [-1.78, 1.56, 1.14], [-2.08, -0.25, -1.08], [-0.45, -4.55, 0.46], [4.49, 3.70, -0.02], [-0.37, 0.36, -0.10], [0.59, -0.84, -0.03], [-0.28, -0.47, -0.22], [-0.11, 0.47, -0.16], [-1.31, -3.09, 0.79], [-3.52, -1.13, -1.01], [1.85, -4.02, -3.12], [2.84, 7.79, 3.43], [-0.43, -0.08, -0.17], [0.51, -0.04, 0.01], [-0.42, 0.38, 0.13], [0.52, 0.18, 0.00], [2.18, -2.23, 1.14], [-0.54, 0.73, -0.67], [0.10, 1.38, -2.41], [-2.11, 0.34, 2.27], [-0.34, 0.19, 0.05], [0.38, -0.12, -0.36], [0.01, -0.42, 0.46], [0.33, 0.12, -0.49]],
  "mulliken_charge": [-0.6539, 0.3287, 0.3225, -0.6342, 0.3202, 0.3155, -0.6448, 0.3213, 0.3246, -0.6337, 0.3158, 0.3160, 0.6778, -0.6653, -0.3589, -0.3701, 0.2214, 0.1525, 0.1318, 0.2115, 0.6559, -0.6956, -0.4175, -0.3565, 0.2392, 0.1814, 0.2266, 0.1661, 0.6256, -0.6195, -0.3852, -0.3741, 0.1632, 0.2050, 0.2134, 0.1704, 0.6245, -0.6129, -0.3710, -0.3947, 0.2080, 0.1752, 0.2118, 0.1592, 0.6375, -0.6554, -0.4411, -0.4065, 0.2324, 0.2403, 0.2157, 0.1794, 0.6774, -0.6999, -0.3815, -0.3402, 0.1725, 0.2106, 0.2087, 0.1526, 0.6648, -0.6289, -0.4055, -0.4089, 0.1728, 0.2180, 0.1723, 0.2168, 0.6597, -0.6514, -0.4125, -0.3853, 0.1958, 0.2214, 0.2145, 0.1579, 0.6349, -0.6640, -0.3960, -0.3647, 0.1632, 0.2263, 0.1698, 0.2293, 0.6194, -0.6393, -0.3772, -0.3751, 0.2302, 0.1805, 0.1472, 0.2142],
  "homo_ev": -9.2739,
  "homo_lumo_gap_ev": 9.374,
  "de_lowest_kcal_mol": 186.1,
  "e_lumo_ha": 0.004,
  "molar_mass_g_mol": 672.6,
  "charge": 0
}

***

{
  "formula": "H3NS2",
  "method": "ωB97M-V with the def2-TZVPD basis set",
  "species": ["N", "S", "S", "H", "H", "H"],
  "positions_angstrom": [[-1.0189, -0.0246, 0.6582], [2.3904, 1.0234, 0.3360], [0.2079, -0.6450, 1.5104], [-0.8445, -0.0744, -0.4018], [-1.3024, 0.8529, 0.8801], [1.5086, 1.8980, 0.9016]],
  "forces_ev_per_angstrom": [[1.71, -2.72, -3.57], [-2.26, -0.99, 1.33], [1.88, 1.02, -0.66], [-0.74, -0.25, 2.08], [-1.17, 3.08, 1.12], [0.58, -0.15, -0.30]],
  "nbo_charge": [-0.9127, -0.3790, 0.4086, 0.3988, 0.3728, 0.1115],
  "homo_ev": -9.0174,
  "homo_lumo_gap_ev": 6.771,
  "de_lowest_kcal_mol": 51.1,
  "e_lumo_ha": -0.083,
  "molar_mass_g_mol": 81.2,
  "charge": 0
}

***

{
  "formula": "C3H2S5",
  "method": "ωB97M-V with the def2-TZVPD basis set",
  "species": ["S", "C", "S", "C", "S", "C", "S", "S", "H", "H"],
  "positions_angstrom": [[-2.3010, -0.5225, -0.1725], [-0.7958, -0.9055, -0.6598], [-0.4120, -2.4340, -1.4258], [0.2042, 0.1566, -0.4988], [1.1588, 0.6033, -1.7309], [0.3816, 0.6801, 0.8667], [0.7272, -0.3227, 2.0901], [0.0261, 2.3976, 0.9151], [0.8886, -2.1227, -1.6487], [0.1223, 2.4697, 2.2646]],
  "forces_ev_per_angstrom": [[0.03, -0.21, -0.11], [-1.02, -0.63, -0.06], [0.35, 0.75, 0.25], [1.32, -0.64, -0.85], [-0.14, 0.27, 0.19], [-0.71, 0.80, 0.48], [0.15, 0.20, -0.17], [0.33, -0.41, 0.59], [-0.32, -0.20, 0.00], [0.01, 0.08, -0.32]],
  "nbo_charge": [0.1013, -0.3564, 0.1705, -0.2622, 0.1517, -0.3510, 0.1013, 0.1547, 0.1414, 0.1487],
  "homo_ev": -9.0137,
  "smiles": "S=C(S)C(=S)C(=S)S",
  "homo_lumo_gap_ev": 7.127,
  "de_lowest_kcal_mol": 0.0,
  "e_lumo_ha": -0.069,
  "molar_mass_g_mol": 198.4,
  "charge": 0
}